(1)
{"formula": "C5H16N3NiS", "method": "ωB97M-V with the def2-TZVPD basis set", "elements": ["C", "Ni", "N", "H", "H", "H", "H", "H", "H", "H", "H", "S", "C", "N", "C", "C", "C", "N", "H", "H", "H", "H", "H", "H", "H", "H"], "coordinates": [[-1.50441, -0.96706, -3.55589], [0.29024, 0.48843, -1.83044], [1.48600, 1.04539, -3.34457], [-1.15456, 0.84703, -1.36117], [-1.81219, -0.81219, -2.55847], [-2.17539, -1.74297, -3.96972], [-0.41586, -1.24842, -3.41707], [-1.52513, 0.03599, -4.05487], [2.43350, 0.71837, -3.10265], [1.49370, 2.06804, -3.34911], [1.26722, 0.71652, -4.31517], [1.15587, 1.56328, -0.26884], [0.53443, 0.63481, 1.04146], [-0.73549, 0.75185, 1.45410], [-1.25250, -0.08538, 2.53929], [-0.17419, -0.33122, 3.55990], [1.07634, -0.86255, 2.92381], [1.41901, -0.09839, 1.73518], [-1.37567, 1.16361, 0.77174], [-1.65694, -1.01780, 2.14842], [-2.08822, 0.46251, 2.96190], [-0.54436, -1.01950, 4.31499], [0.03956, 0.60233, 4.07712], [0.97469, -1.91970, 2.68926], [1.91311, -0.77554, 3.60806], [2.33123, -0.21747, 1.30274]], "lowdin_spin": [0.046, 0.910, 0.029, 0.027, 0.013, 0.005, 0.011, 0.006, 0.015, 0.009, 0.009, 0.189, 0.066, 0.011, 0.044, 0.067, 0.220, 0.044, 0.009, 0.017, 0.007, 0.031, 0.014, 0.067, 0.071, 0.066], "lumo_ev": [3.01, 3.05], "spin_multiplicity": 3, "gap_ev": [2.035, 6.265], "total_energy_ev": -61790.4194, "total_charge": -1, "relative_energy_kj_mol": 0.0, "fmax_ha_per_bohr": 0.0428, "s_squared": 2.01, "mol_weight_da": 208.96}

(2)
{"formula": "C5H16N3S", "method": "ωB97M-V with the def2-TZVPD basis set", "elements": ["C", "C", "C", "C", "C", "N", "N", "N", "S", "H", "H", "H", "H", "H", "H", "H", "H", "H", "H", "H", "H", "H", "H", "H", "H"], "coordinates": [[1.98636, -1.37402, -0.00732], [0.35290, 1.44044, -1.92015], [-1.76485, -0.88615, -0.26270], [0.86294, -0.62815, -0.68108], [-0.46175, 0.20624, 1.51890], [-0.89089, 1.45990, 1.05195], [1.12209, 0.65327, -0.98135], [-0.48256, -0.80417, 0.44559], [-1.48794, -0.55039, 2.93500], [2.31911, -0.87586, 0.89962], [2.83065, -1.40846, -0.69321], [1.71245, -2.39916, 0.22446], [-0.10591, 0.78379, -2.65610], [-0.41849, 2.02851, -1.41977], [1.02489, 2.12089, -2.44018], [-1.91638, 0.01059, -0.85726], [-1.76274, -1.75446, -0.91744], [-2.58375, -0.99556, 0.44902], [0.42916, -1.17085, -1.52139], [0.55977, 0.27502, 1.90180], [-0.61248, 2.22321, 1.65356], [-1.89092, 1.51150, 0.89676], [1.66633, 1.19621, -0.32777], [-0.31027, -1.70778, 0.89146], [-0.95843, 0.18969, 3.90052]], "lowdin_charge": [-0.014, -0.069, -0.034, -0.291, -0.670, 0.047, -0.049, -0.128, 0.775, 0.088, 0.104, 0.092, 0.093, 0.068, 0.093, 0.093, 0.111, 0.086, 0.152, 0.114, 0.108, 0.095, 0.146, 0.131, -0.140], "lumo_ev": -2.73, "gap_ev": 10.392, "total_energy_ev": -20743.5121, "total_charge": 1, "relative_energy_kj_mol": 167.2, "smiles": "CN[C@@H](C)[N@H+](C)[C@@H](N)S", "fmax_ha_per_bohr": 0.0255, "mol_weight_da": 150.27}

(3)
{"formula": "C5H16N4", "method": "ωB97M-V with the def2-TZVPD basis set", "elements": ["C", "C", "C", "C", "N", "H", "H", "H", "H", "H", "H", "H", "H", "H", "H", "H", "N", "N", "C", "N", "H", "H", "H", "H", "H"], "coordinates": [[-0.84103, -1.50106, -0.06453], [0.89284, -1.03749, 1.61288], [-2.15472, -1.63196, 0.71533], [-1.11660, -1.08696, -1.51216], [0.08266, -0.55135, 0.51709], [-0.41517, 0.28358, 0.80723], [-0.33836, -2.47639, -0.07609], [0.32225, -1.35414, 2.48446], [1.47017, -1.89901, 1.26551], [1.58350, -0.24165, 1.89426], [-2.79297, -2.39157, 0.26704], [-1.95851, -1.91623, 1.74781], [-0.18270, -1.01928, -2.06356], [-1.60496, -0.11455, -1.53489], [-1.76269, -1.81150, -2.00214], [-2.68927, -0.68303, 0.71164], [2.21485, 0.93371, -1.00946], [0.73098, 3.40054, -0.71558], [1.19802, 2.56188, 0.28624], [1.85427, 1.48876, 0.19309], [2.21756, -0.07073, -0.88675], [1.63837, 1.20314, -1.80932], [0.65328, 2.99084, -1.63883], [-0.05097, 3.98130, -0.48352], [1.04920, 2.94315, 1.29424]], "lowdin_charge": [-0.481, -0.137, -0.067, -0.072, -0.129, 0.102, 0.134, 0.065, 0.080, 0.062, 0.073, 0.066, 0.062, 0.073, 0.071, 0.075, 0.003, 0.074, -0.327, -0.095, 0.064, 0.060, 0.065, 0.070, 0.109], "lumo_ev": 0.82, "gap_ev": 8.843, "total_energy_ev": -11403.6055, "relative_energy_kj_mol": 186.3, "smiles": "CNC(C)C.N/C=N\\N", "fmax_ha_per_bohr": 0.0161, "mol_weight_da": 132.21}

(4)
{"formula": "C5H16N4", "method": "ωB97M-V with the def2-TZVPD basis set", "elements": ["C", "C", "C", "C", "H", "H", "H", "H", "H", "H", "H", "H", "H", "H", "C", "N", "N", "N", "N", "H", "H", "H", "H", "H", "H"], "coordinates": [[-1.28927, 0.37911, 0.13758], [-0.81538, 1.76643, -0.30072], [-2.65572, 0.09134, -0.49073], [-1.44520, 0.35226, 1.66039], [0.66219, -0.59180, 0.82692], [-0.71541, 1.81317, -1.38512], [0.16069, 2.00040, 0.12811], [-1.51556, 2.55011, 0.00183], [-3.02481, -0.88800, -0.18635], [-3.40098, 0.83347, -0.18908], [-2.59564, 0.10854, -1.57914], [-1.74148, -0.63776, 2.00753], [-0.51604, 0.62661, 2.16478], [-2.19778, 1.07132, 1.99735], [1.61953, -1.26087, -0.76951], [2.75177, -0.21172, 1.04975], [0.44781, -1.47648, -1.27427], [2.78825, -1.10864, -1.46191], [1.62956, -0.91038, 0.55130], [2.57910, 0.79364, 1.05267], [2.91333, -0.50985, 2.00621], [0.44887, -1.72531, -2.25602], [-0.58488, -0.47331, -0.44608], [2.87839, -1.57618, -2.34773], [3.61869, -1.01610, -0.89776]], "lowdin_charge": [-0.529, -0.104, -0.111, -0.111, 0.109, 0.073, 0.059, 0.075, 0.072, 0.072, 0.071, 0.076, 0.060, 0.078, -0.557, 0.018, 0.066, 0.135, -0.043, 0.084, 0.082, 0.055, 0.097, 0.096, 0.076], "lumo_ev": 0.86, "gap_ev": 9.298, "total_energy_ev": -11403.8198, "relative_energy_kj_mol": 165.6, "smiles": "[H]/N=C(\\N)NN.CC(C)C", "fmax_ha_per_bohr": 0.0659, "mol_weight_da": 132.21}

(5)
{"formula": "C5H16NO", "method": "ωB97M-V with the def2-TZVPD basis set", "elements": ["C", "C", "C", "C", "C", "N", "H", "H", "H", "H", "H", "H", "H", "H", "H", "H", "H", "H", "H", "H", "H", "H", "O"], "coordinates": [[-0.30148, -0.64450, 1.33650], [0.65756, 0.25741, 0.58550], [0.01015, 1.32446, -0.31149], [-0.89210, 2.28083, 0.46786], [1.11178, 2.09520, -1.03750], [-1.14068, -1.42809, 0.36882], [-0.98505, -0.08912, 1.96951], [0.24706, -1.36786, 1.93451], [1.33519, -0.34855, -0.02210], [1.27804, 0.74427, 1.34079], [-0.58362, 0.83668, -1.09843], [-1.68003, 1.76930, 1.01535], [-1.32079, 3.01400, -0.21162], [-0.29603, 2.84214, 1.19072], [1.77949, 1.44494, -1.60343], [0.68832, 2.82025, -1.73234], [1.72440, 2.64104, -0.31552], [-1.85240, -1.99344, 0.82592], [-1.65618, -0.79774, -0.24973], [-0.58800, -2.07564, -0.22858], [0.94281, -2.88540, -1.95949], [0.82887, -3.96414, -0.89408], [0.57313, -3.04082, -1.09773]], "lowdin_charge": [-0.139, -0.171, -0.447, -0.062, -0.070, 0.183, 0.123, 0.135, 0.118, 0.137, 0.124, 0.067, 0.089, 0.095, 0.082, 0.088, 0.092, 0.170, 0.157, 0.099, 0.065, 0.096, -0.030], "lumo_ev": -3.21, "gap_ev": 11.886, "total_energy_ev": -8976.4884, "total_charge": 1, "relative_energy_kj_mol": 2.6, "fmax_ha_per_bohr": 0.0237, "mol_weight_da": 106.19}

(6)
{"formula": "C5H16NO", "method": "ωB97M-V with the def2-TZVPD basis set", "elements": ["C", "O", "C", "C", "H", "H", "H", "H", "H", "H", "H", "H", "C", "C", "N", "H", "H", "H", "H", "H", "H", "H", "H"], "coordinates": [[-1.77117, -0.26734, 0.13538], [-1.68760, 0.58692, -1.03637], [-1.06660, -1.59250, -0.06704], [-1.07057, -2.43957, 1.19614], [-1.34040, 0.30160, 0.95813], [-2.82403, -0.42766, 0.37184], [-1.84211, 0.02993, -1.81498], [-1.57138, -2.13219, -0.87179], [-0.03800, -1.41615, -0.39929], [-2.08321, -2.57611, 1.56932], [-0.65667, -3.42314, 0.99043], [-0.47840, -1.98941, 1.99155], [2.10244, 0.84664, 0.68857], [1.90786, 1.28691, -0.74645], [0.59852, 2.02040, -0.88294], [3.06619, 0.34982, 0.78539], [2.09012, 1.69850, 1.36492], [1.32823, 0.14001, 0.98466], [2.69254, 1.95816, -1.08020], [1.85678, 0.44143, -1.42527], [-0.22855, 1.36294, -0.93250], [0.56217, 2.61899, -1.71006], [0.45386, 2.62182, -0.06944]], "lowdin_charge": [-0.234, -0.101, -0.255, -0.090, 0.118, 0.131, 0.117, 0.120, 0.099, 0.083, 0.082, 0.076, -0.062, -0.191, 0.170, 0.097, 0.089, 0.067, 0.127, 0.126, 0.095, 0.170, 0.165], "lumo_ev": -3.11, "gap_ev": 11.708, "total_energy_ev": -8976.0168, "total_charge": 1, "relative_energy_kj_mol": 48.1, "fmax_ha_per_bohr": 0.0092, "mol_weight_da": 106.19}

Which formula does entry 2 have?
C5H16N3S

What did the sixth record say?
{"formula": "C5H16NO", "method": "ωB97M-V with the def2-TZVPD basis set", "elements": ["C", "O", "C", "C", "H", "H", "H", "H", "H", "H", "H", "H", "C", "C", "N", "H", "H", "H", "H", "H", "H", "H", "H"], "coordinates": [[-1.77117, -0.26734, 0.13538], [-1.68760, 0.58692, -1.03637], [-1.06660, -1.59250, -0.06704], [-1.07057, -2.43957, 1.19614], [-1.34040, 0.30160, 0.95813], [-2.82403, -0.42766, 0.37184], [-1.84211, 0.02993, -1.81498], [-1.57138, -2.13219, -0.87179], [-0.03800, -1.41615, -0.39929], [-2.08321, -2.57611, 1.56932], [-0.65667, -3.42314, 0.99043], [-0.47840, -1.98941, 1.99155], [2.10244, 0.84664, 0.68857], [1.90786, 1.28691, -0.74645], [0.59852, 2.02040, -0.88294], [3.06619, 0.34982, 0.78539], [2.09012, 1.69850, 1.36492], [1.32823, 0.14001, 0.98466], [2.69254, 1.95816, -1.08020], [1.85678, 0.44143, -1.42527], [-0.22855, 1.36294, -0.93250], [0.56217, 2.61899, -1.71006], [0.45386, 2.62182, -0.06944]], "lowdin_charge": [-0.234, -0.101, -0.255, -0.090, 0.118, 0.131, 0.117, 0.120, 0.099, 0.083, 0.082, 0.076, -0.062, -0.191, 0.170, 0.097, 0.089, 0.067, 0.127, 0.126, 0.095, 0.170, 0.165], "lumo_ev": -3.11, "gap_ev": 11.708, "total_energy_ev": -8976.0168, "total_charge": 1, "relative_energy_kj_mol": 48.1, "fmax_ha_per_bohr": 0.0092, "mol_weight_da": 106.19}